Record 1
The following is a quantum chemistry calculation of a structure of composition C32H46AuNO5S2Se, from the Open Molecules 2025 dataset.

```
! wB97M-V def2-TZVPD RIJCOSX def2/J DEFGRID3
* xyz 0 3
Au 0.01468 0.97989 -0.00945
C 5.87754 -4.72734 -0.04490
C 4.62076 -4.64981 -0.92264
C 5.03629 -4.53085 -2.39545
C 3.83882 -5.95161 -0.74851
C 3.79458 -3.42790 -0.52830
C 2.48443 -3.50221 -0.09609
C 1.78483 -2.35081 0.24938
Se -0.07006 -2.50203 0.71872
C -0.65363 -2.63988 -1.10521
C -0.50250 -3.79720 -1.80480
C -0.90388 -3.90382 -3.15410
C -1.53047 -2.80322 -3.75936
C -1.74507 -1.60912 -3.11409
C -1.24247 -1.47845 -1.74902
O -1.34542 -0.38544 -1.14449
C -2.42190 -0.42625 -3.79124
C -2.92464 -0.79498 -5.18934
C -3.63173 0.03817 -2.96210
C -1.41181 0.72581 -3.93611
C -0.65948 -5.21001 -3.89108
C -1.41797 -6.33741 -3.17214
C -1.12285 -5.16201 -5.34649
C 0.84839 -5.50917 -3.86733
C 2.36758 -1.07699 0.22168
O 1.73394 -0.00594 0.67421
C 3.71272 -0.98423 -0.23558
C 4.36560 -2.15207 -0.59373
C 4.41450 0.37480 -0.33572
C 4.48006 1.04117 1.04632
C 3.65109 1.26855 -1.32441
C 5.85289 0.25643 -0.84774
H 6.47208 -5.60528 -0.30903
H 5.60689 -4.79973 1.01001
H 6.50819 -3.84628 -0.16971
H 5.62448 -5.40108 -2.69693
H 5.64080 -3.63974 -2.56977
H 4.15620 -4.46978 -3.03960
H 4.46294 -6.79600 -1.04690
H 2.94170 -5.96739 -1.37041
H 3.54010 -6.10695 0.29001
H 1.98008 -4.45491 -0.00847
H -0.06266 -4.65200 -1.30859
H -1.86029 -2.90617 -4.78022
H -3.64566 -1.61511 -5.16374
H -2.10820 -1.06638 -5.86170
H -3.42501 0.07326 -5.61923
H -4.34939 -0.77529 -2.83177
H -4.13874 0.84442 -3.49732
H -3.33280 0.40716 -1.98392
H -0.50442 0.38727 -4.44196
H -1.13594 1.15562 -2.97647
H -1.85121 1.52232 -4.54069
H -2.49131 -6.14031 -3.16194
H -1.08502 -6.45793 -2.14115
H -1.24863 -7.28211 -3.69220
H -2.19977 -5.00254 -5.42609
H -0.89410 -6.11477 -5.82557
H -0.61290 -4.37778 -5.90896
H 1.22222 -5.62549 -2.85017
H 1.41382 -4.70568 -4.34306
H 1.04854 -6.43641 -4.40750
H 5.38855 -2.07959 -0.93406
H 3.48685 1.18042 1.46398
H 4.97175 2.01479 0.96711
H 5.06104 0.42398 1.73571
H 2.61782 1.40932 -1.01263
H 3.65313 0.81981 -2.32027
H 4.12901 2.24938 -1.39349
H 6.47380 -0.35187 -0.18683
H 6.29285 1.25468 -0.88831
H 5.89907 -0.16450 -1.85432
S 2.12790 4.90423 1.25521
C 1.98077 3.81839 2.57045
C 1.40818 2.66609 2.15643
N 1.09383 2.65497 0.81954
C 1.41644 3.76828 0.22148
H 2.32106 4.07206 3.55939
H 1.21250 1.78697 2.74921
H 1.21096 3.95841 -0.82202
C -3.00307 3.78245 -1.96477
S -1.50501 3.56523 -1.05010
O -1.41042 4.64979 -0.10154
O -0.41214 3.47319 -2.00598
O -1.71984 2.23891 -0.37080
H -3.00488 4.79628 -2.35783
H -3.84282 3.63370 -1.29048
H -3.02305 3.05494 -2.77222
*
```

## Properties
expectation value of S² = 2.037
E_HOMO (spin up / spin down) = -7.46 / -7.69 eV
gap between HOMO and LUMO (spin up / spin down) = 0.290 / 0.190 Ha
relative energy (zero: lowest compared OMol25 entry of this formula, charge and spin) = 0.0872 eV
calculated total energy = -5011.36028 hartree

Here are the Mulliken charges for atoms 1 to 4, given in e: number 1, Au, carries 1.10; number 2, C, carries -1.74; number 3, C, carries 2.17; number 4, C, carries -1.52

***

Record 2
The following is a quantum chemistry calculation of a structure of composition C30H34N4O4ReS2 at a distorted geometry, from the Open Molecules 2025 dataset.

```
! wB97M-V def2-TZVPD RIJCOSX def2/J DEFGRID3
* xyz 0 4
Re -0.74391 -0.81306 0.67560
C -0.82909 1.04792 4.01205
C -2.30724 0.88393 3.95590
C -2.83035 -0.07576 2.85588
N -1.88579 -1.04174 2.41304
C -1.65076 -2.09648 3.20946
C -2.35774 -2.31981 4.40689
C -2.42911 -3.43942 5.27406
C -1.83966 -4.66177 5.18615
C -0.99171 -4.99725 4.12715
C -0.43646 -4.31662 3.12555
C -0.63246 -2.95399 2.66187
N 0.03408 -2.47846 1.62745
C 0.91042 -3.36386 0.87305
C 1.94329 -2.71854 -0.01156
C 1.36916 -1.91659 -1.14272
N 0.83618 -0.68484 -0.58937
C 1.69672 0.33108 -0.48581
C 2.96998 0.32069 -1.09182
C 3.92756 1.33921 -1.20420
C 3.95878 2.66926 -0.82661
C 2.98220 3.24910 -0.05704
C 1.78870 2.72767 0.47720
C 1.21734 1.41582 0.38962
N 0.14536 1.08444 1.13201
C -0.60424 2.10557 1.77774
C -0.26807 2.21574 3.24007
H -0.46774 1.13173 5.06623
H -0.25375 0.15371 3.64075
H -2.60926 0.48299 4.91358
H -2.84746 1.85641 3.81378
H -3.70996 -0.56478 3.27310
H -3.24773 0.50535 1.96632
H -3.04053 -1.55472 4.66286
H -2.92106 -3.31970 6.17764
H -2.03727 -5.45156 5.92564
H -0.68721 -6.01515 4.12434
H 0.16345 -4.93771 2.49341
H 1.41630 -4.07463 1.55282
H 0.29584 -4.07645 0.26577
H 2.55188 -2.00059 0.57679
H 2.63538 -3.51061 -0.35742
H 2.08417 -1.74199 -1.90530
H 0.55621 -2.43322 -1.58662
H 3.27355 -0.61239 -1.48435
H 4.81515 1.03705 -1.77437
H 4.79609 3.28876 -1.16441
H 3.14558 4.29621 0.17460
H 1.40874 3.42844 1.17152
H -0.48116 3.03790 1.23255
H -1.62417 1.80917 1.67415
H 0.80779 2.23333 3.40564
H -0.66545 3.10715 3.72586
O -2.42653 -0.65308 -2.80950
S -2.72735 -0.66195 -1.38448
O -4.10588 -0.55265 -0.96402
O -1.79838 0.35683 -0.64279
S -2.10101 -2.41370 -0.53821
C 2.69087 0.89656 -4.87423
C 1.62278 1.03344 -5.97174
O 1.71844 0.38082 -6.99460
C 0.45743 1.93361 -5.68770
C 0.43483 2.75557 -4.56789
C -0.70144 3.54110 -4.34227
C -1.75645 3.53137 -5.21960
C -1.70882 2.71025 -6.33698
C -0.61263 1.92369 -6.57970
H 3.53127 0.27259 -5.21066
H 2.10682 0.42850 -3.99252
H 3.06321 1.84064 -4.49937
H 1.32879 2.84876 -3.97882
H -0.73124 4.10487 -3.44034
H -2.57207 4.20645 -5.05375
H -2.53776 2.67038 -7.03803
H -0.50542 1.25899 -7.44931
*
```

## Properties
expectation value of S² = 3.845
E_HOMO (spin up / spin down) = -7.12 / -7.94 eV
gap between HOMO and LUMO (spin up / spin down) = 0.246 / 0.251 Ha
relative energy (zero: lowest compared OMol25 entry of this formula, charge and spin) = 0.0000 eV
calculated total energy = -2558.17759 hartree

Here are the Mulliken charges for atoms 1 to 4, given in e: number 1, Re, carries 0.43; number 2, C, carries -0.28; number 3, C, carries -0.46; number 4, C, carries -1.59

***

Record 3
The following is a quantum chemistry calculation of a structure of composition C25H34CoN2O5P, from the Open Molecules 2025 dataset.

```
! wB97M-V def2-TZVPD RIJCOSX def2/J DEFGRID3
* xyz 1 2
Co 0.38057 0.57186 -0.40606
C 1.41616 -0.33806 2.37618
O 0.28973 0.02283 1.57143
C -0.85075 -0.85231 1.72114
C -0.77126 -1.87596 0.61658
O -0.76904 -1.17142 -0.63994
C -2.07184 -1.07095 -1.23880
H 1.13044 -0.30521 3.42718
H 2.19606 0.39467 2.18349
H 1.77372 -1.33585 2.11871
H -1.72881 -0.21549 1.61472
H -0.84892 -1.31236 2.71018
H -1.59438 -2.59096 0.65338
H 0.17031 -2.42579 0.65237
H -2.42658 -2.07349 -1.47728
H -1.95662 -0.49623 -2.15486
H -2.76668 -0.56320 -0.56952
C -1.56609 2.68785 -3.93592
C -0.82538 3.86671 -3.31779
C -0.94671 3.92424 -1.78416
C -0.04724 5.04235 -1.17693
C -0.24740 6.43251 -1.76491
C -2.39903 4.17855 -1.40253
O -3.04163 5.07796 -1.88059
N -2.96271 3.34001 -0.45106
C -2.42620 2.16170 0.04266
O -3.05171 1.45195 0.79604
N -1.15722 1.84311 -0.40289
C -0.46806 2.62967 -1.20503
O 0.70138 2.17493 -1.47043
H -1.43763 2.67548 -5.01736
H -2.63878 2.74264 -3.73754
H -1.19633 1.73072 -3.55476
H -1.22873 4.80067 -3.70522
H 0.23653 3.82943 -3.56723
H 0.98385 4.71765 -1.33005
H -0.21346 5.06790 -0.09546
H 0.08278 6.48011 -2.80230
H 0.34867 7.14892 -1.19991
H -1.28735 6.74927 -1.72392
H -3.91395 3.54520 -0.17587
C 2.06378 -0.23793 -3.12090
P 2.17544 -0.48281 -1.32994
C 2.25303 -2.27278 -1.06466
C 2.91522 -2.77513 0.05657
C 2.89384 -4.13288 0.33432
C 2.20844 -5.00277 -0.50467
C 1.55812 -4.51302 -1.62741
C 1.58177 -3.15304 -1.90845
C 3.79480 0.15385 -0.85426
C 4.97275 -0.53724 -1.13920
C 6.19860 0.01860 -0.81228
C 6.25702 1.26749 -0.20473
C 5.09069 1.96273 0.07623
C 3.86074 1.40743 -0.24917
H 2.88047 -0.76642 -3.61350
H 2.14632 0.83130 -3.31259
H 1.10956 -0.58772 -3.51406
H 3.47720 -2.10720 0.69794
H 3.42176 -4.51478 1.19840
H 2.19464 -6.06311 -0.29004
H 1.03655 -5.18943 -2.29151
H 1.06780 -2.78712 -2.78822
H 4.93404 -1.51481 -1.60545
H 7.11049 -0.52042 -1.03164
H 7.21631 1.69868 0.04934
H 5.13622 2.93672 0.54486
H 2.95068 1.96018 -0.04284
*
```

## Properties
expectation value of S² = 0.952
E_HOMO (spin up / spin down) = -12.07 / -11.98 eV
gap between HOMO and LUMO (spin up / spin down) = 0.330 / 0.359 Ha
calculated total energy = -3182.73975 hartree

Here are the natural (NBO) charges for atoms 1 to 4, given in e: number 1, Co, carries 1.09; number 2, C, carries -0.25; number 3, O, carries -0.58; number 4, C, carries -0.12

***

Record 4
The following is a quantum chemistry calculation of a cluster of 4 separate species, C2H11NO5 in total at a distorted geometry, from the Open Molecules 2025 dataset.

```
! wB97M-V def2-TZVPD RIJCOSX def2/J DEFGRID3
* xyz 0 1
C 0.65663 1.00693 -1.90908
N -0.25835 1.20969 -0.84418
C -1.19081 0.28426 -0.44269
O -1.38716 -0.75592 -1.39536
O -1.93703 0.40779 0.56915
H 0.21019 0.76908 -2.91729
H 1.13001 1.98585 -2.10042
H 1.60255 0.45676 -1.51208
H -0.22787 2.04612 -0.21531
H -0.93704 -0.47142 -2.24353
H 2.49365 0.82474 1.48459
H 2.98111 0.10980 0.09900
O 2.23785 0.44639 0.72384
H 0.10720 -3.17046 0.38716
H 1.48101 -2.37345 0.92171
O 0.89312 -2.48135 0.18291
H -0.48035 0.81563 1.97343
H -0.53889 -0.44405 2.39784
O -0.15779 0.28765 2.63756
*
```

## Properties
E_HOMO = -9.98 eV
gap between HOMO and LUMO = 0.379 Ha
relative energy (zero: lowest compared OMol25 entry of this formula, charge and spin) = 2.2155 eV
calculated total energy = -513.70636 hartree

Here are the natural (NBO) charges for atoms 1 to 4, given in e: number 1, C, carries -0.44; number 2, N, carries -0.64; number 3, C, carries 0.90; number 4, O, carries -0.69